{"formula": "C9H15NOS", "method": "ωB97M-V with the def2-TZVPD basis set", "s2": 2.03, "homo_lumo_gap_ev": [6.757, 6.041], "e_homo_ev": [-6.96, -9.43], "multiplicity": 3, "elements": ["C", "C", "C", "C", "C", "C", "C", "C", "C", "N", "O", "S", "H", "H", "H", "H", "H", "H", "H", "H", "H", "H", "H", "H", "H", "H", "H"], "coordinates": [[-2.81, 1.65, 0.39], [-2.27, -1.23, -0.30], [2.94, 0.48, -0.28], [1.91, 1.54, 0.02], [2.33, -0.70, -1.01], [0.52, 1.06, 0.54], [1.01, -1.29, -0.54], [0.03, -0.08, -0.37], [-3.10, -1.93, 0.75], [-1.15, -0.55, 0.34], [-2.46, -1.08, -1.47], [-3.89, 1.90, -0.68], [-1.51, 0.17, 0.93], [3.65, 0.80, -1.00], [3.42, 0.06, 0.66], [2.35, 2.32, 0.59], [1.52, 1.87, -0.98], [2.15, -0.34, -2.01], [3.12, -1.57, -1.02], [0.63, 0.66, 1.54], [-0.28, 1.59, 0.51], [0.59, -2.06, -1.20], [1.47, -1.67, 0.47], [-0.35, 0.31, -1.35], [-3.12, -1.20, 1.56], [-2.44, -2.62, 1.13], [-4.09, -2.12, 0.34]], "mulliken_spin": [1.45, -0.01, 0.00, 0.00, 0.00, -0.02, 0.03, -0.01, 0.01, 0.16, 0.02, 0.34, 0.01, 0.00, 0.00, 0.00, 0.00, 0.00, 0.00, 0.00, 0.01, 0.00, 0.00, 0.00, -0.01, 0.00, 0.00]}